No. 1
C2H16NO5 | the ωB97M-V functional and the def2-TZVPD basis

## Properties
HOMO (spin up / spin down) (eV): -4.9 / -9.2
Lowest unoccupied orbital energy (spin up / spin down) (eV): 0.3 / 0.3
ΔE to the lowest compared entry with this formula, charge and spin (eV): 0.000
Orbital gap (spin up / spin down) (hartree): 0.1902 / 0.3466
<S²>: 0.753

Geometry as ORCA input:
```
! wB97M-V def2-TZVPD RIJCOSX def2/J DEFGRID3
* xyz 0 2
C 1.178 -1.466 -2.402
C -1.224 -1.776 -1.942
N -0.117 -0.982 -1.991
H 1.510 -1.018 -3.338
H 1.180 -2.552 -2.444
H 1.891 -1.239 -1.597
H -1.127 -2.848 -2.026
H -2.217 -1.371 -1.856
H -0.221 -0.010 -1.727
H -1.756 1.229 -0.124
H -1.794 2.133 -1.416
O -1.413 1.335 -1.049
H 1.423 1.846 1.964
H 0.830 2.148 3.311
O 0.597 1.741 2.469
H -1.150 1.343 1.875
H -2.699 1.495 2.076
O -1.979 1.647 1.460
H 3.344 0.096 1.276
H 2.126 0.303 0.281
O 2.699 0.718 0.934
H -0.950 -1.295 2.458
H 0.189 -0.357 2.057
O -0.320 -1.120 1.753
*
```



No. 2
C2H16O6 | the ωB97M-V functional and the def2-TZVPD basis

## Properties
HOMO (eV): -9.8
SMILES: CCO.O.O.O.O.O
Lowest unoccupied orbital energy (eV): 0.6
ΔE to the lowest compared entry with this formula, charge and spin (eV): 2.014
Orbital gap (hartree): 0.3816

Geometry as ORCA input:
```
! wB97M-V def2-TZVPD RIJCOSX def2/J DEFGRID3
* xyz 0 1
C -0.990 1.375 1.496
C 0.300 0.803 2.072
O 0.817 -0.242 1.299
H -1.967 0.805 1.650
H -1.015 2.378 1.818
H -0.991 1.446 0.432
H 0.219 0.276 3.104
H 1.203 1.417 2.070
H 0.330 -0.981 1.195
O -1.680 0.475 -2.089
H -0.773 0.524 -2.084
H -1.941 0.795 -2.930
O 2.139 1.625 -0.062
H 2.397 0.776 0.118
H 3.031 1.984 -0.342
O 0.958 0.308 -2.076
H 1.319 0.648 -1.213
H 0.765 -0.558 -1.691
O -1.735 -1.899 -0.986
H -1.955 -1.104 -1.469
H -2.455 -2.010 -0.192
O 0.763 -2.572 -0.055
H 1.403 -3.407 0.090
H -0.143 -2.863 -0.154
*
```



No. 3
C2H17N2O4 | the ωB97M-V functional and the def2-TZVPD basis

## Properties
HOMO (eV): -12.4
Lowest unoccupied orbital energy (eV): -2.6
ΔE to the lowest compared entry with this formula, charge and spin (eV): 1.227
Orbital gap (hartree): 0.3619

Geometry as ORCA input:
```
! wB97M-V def2-TZVPD RIJCOSX def2/J DEFGRID3
* xyz 1 1
C -1.873 0.315 0.332
N -3.279 0.239 0.643
C -1.010 -0.576 1.411
N 0.487 -0.259 1.000
H -1.639 1.314 0.497
H -1.725 -0.070 -0.674
H -3.452 -0.215 1.549
H -3.990 -0.232 0.078
H -1.212 -1.696 1.344
H -1.145 -0.247 2.507
H 0.667 -0.350 0.030
H 0.864 0.650 1.275
H 1.119 -1.010 1.454
H 0.607 2.830 2.228
H -0.769 2.365 2.590
O 0.022 2.057 2.159
H 4.145 0.336 0.555
H 3.027 -0.222 -0.557
O 3.214 0.180 0.261
H 0.074 -2.055 -3.984
H 1.213 -1.285 -4.679
O 0.614 -1.298 -3.926
H 1.352 -0.821 -2.479
H 1.281 0.469 -1.960
O 1.407 -0.419 -1.653
*
```



Please write out number 3 again, unchanged.
C2H17N2O4 | the ωB97M-V functional and the def2-TZVPD basis

## Properties
HOMO (eV): -12.4
Lowest unoccupied orbital energy (eV): -2.6
ΔE to the lowest compared entry with this formula, charge and spin (eV): 1.227
Orbital gap (hartree): 0.3619

Geometry as ORCA input:
```
! wB97M-V def2-TZVPD RIJCOSX def2/J DEFGRID3
* xyz 1 1
C -1.873 0.315 0.332
N -3.279 0.239 0.643
C -1.010 -0.576 1.411
N 0.487 -0.259 1.000
H -1.639 1.314 0.497
H -1.725 -0.070 -0.674
H -3.452 -0.215 1.549
H -3.990 -0.232 0.078
H -1.212 -1.696 1.344
H -1.145 -0.247 2.507
H 0.667 -0.350 0.030
H 0.864 0.650 1.275
H 1.119 -1.010 1.454
H 0.607 2.830 2.228
H -0.769 2.365 2.590
O 0.022 2.057 2.159
H 4.145 0.336 0.555
H 3.027 -0.222 -0.557
O 3.214 0.180 0.261
H 0.074 -2.055 -3.984
H 1.213 -1.285 -4.679
O 0.614 -1.298 -3.926
H 1.352 -0.821 -2.479
H 1.281 0.469 -1.960
O 1.407 -0.419 -1.653
*
```



Question: Which value of ΔE to the lowest compared entry with this formula, charge and spin does entry 1 give?
Answer: 0.000 eV



Question: Which of these has the lowest ΔE to the lowest compared entry with this formula, charge and spin?
Answer: C2H16NO5